Entry from the OMol25 dataset: a molecular structure, C47H29AsBiF15GeN3OS4 in a non-equilibrium geometry (wB97M-V/def2-TZVPD).

Values from the calculation:
Energy relative to the best compared isomer or geometry (same formula, charge and spin) = 0.404 eV
LUMO = 1.78 eV
Total charge = -1
Gap between HOMO and LUMO = 7.01 eV

```
102
C47H29AsBiF15GeN3OS4 (wB97M-V/def2-TZVPD)
Bi 14.187 14.312 13.101
C 10.819 11.171 17.150
S 12.176 10.814 16.046
C 12.782 12.428 15.598
S 14.162 12.090 14.604
N 12.304 13.519 16.082
N 12.872 14.647 15.467
C 13.148 15.656 16.213
C 13.753 16.853 15.620
C 13.795 18.051 16.254
C 14.484 19.095 15.691
C 15.224 18.884 14.558
C 15.126 17.658 13.968
N 14.408 16.666 14.447
H 10.546 10.231 17.560
H 10.983 11.921 17.946
H 9.996 11.400 16.466
H 12.995 15.608 17.310
H 13.241 18.149 17.172
H 14.442 20.007 16.237
H 15.701 19.718 14.064
H 15.599 17.372 13.003
S 16.824 14.610 13.953
C 17.752 13.183 13.535
C 18.692 12.642 14.409
C 19.520 11.595 14.076
C 19.345 10.988 12.820
C 18.315 11.383 11.989
C 17.545 12.454 12.357
As 16.044 13.005 11.351
C 15.643 11.506 10.155
C 15.886 11.557 8.791
C 15.674 10.432 7.965
C 15.111 9.309 8.484
C 14.750 9.338 9.872
C 15.068 10.390 10.740
C 16.753 14.312 10.156
C 18.120 14.602 10.040
C 18.563 15.545 9.121
C 17.570 16.306 8.461
C 16.226 15.995 8.530
C 15.821 15.005 9.378
H 18.793 13.035 15.479
H 20.215 11.241 14.848
H 20.003 10.178 12.509
H 18.162 10.926 10.995
H 16.325 12.447 8.418
H 15.995 10.434 6.952
H 14.965 8.427 7.933
H 14.244 8.430 10.244
H 14.844 10.269 11.808
H 18.871 14.088 10.646
H 19.644 15.731 9.041
H 17.887 16.989 7.706
H 15.469 16.624 8.070
H 14.751 14.880 9.611
C 10.827 13.157 12.546
C 11.692 13.031 11.298
C 11.095 13.921 10.184
O 13.084 13.272 11.447
H 9.859 12.753 12.359
H 10.655 14.161 12.888
H 11.176 12.527 13.404
H 11.509 12.040 10.947
H 11.135 14.955 10.456
H 10.039 13.660 10.036
H 11.668 13.762 9.275
F 11.778 18.084 7.801
C 10.771 17.347 8.295
C 10.407 17.453 9.632
C 9.288 16.731 10.060
F 8.896 16.750 11.381
C 8.581 15.885 9.207
F 7.479 15.253 9.642
C 9.035 15.739 7.901
F 8.425 14.895 7.088
C 10.203 16.410 7.470
F 10.643 16.222 6.197
Ge 11.569 18.462 10.868
S 12.538 17.093 12.147
C 12.720 19.829 9.950
C 14.118 19.921 9.961
F 14.909 19.043 10.660
C 14.740 21.046 9.451
F 16.030 21.161 9.650
C 14.015 21.972 8.745
F 14.726 22.978 8.188
C 12.679 21.825 8.620
F 11.992 22.754 8.039
C 12.046 20.828 9.283
F 10.701 20.823 9.149
C 10.422 19.664 11.972
C 9.048 19.881 11.895
F 8.341 19.480 10.850
C 8.310 20.433 12.940
F 6.963 20.645 12.796
C 8.921 20.994 13.998
F 8.259 21.815 14.868
C 10.301 20.868 14.093
F 10.944 21.549 15.045
C 10.995 20.107 13.148
F 12.351 20.224 13.203
```

Atomic partial charges in e from the Mulliken method, atoms 1 to 5:
1 Bi 3.348
2 C -0.862
3 S 0.006
4 C 0.239
5 S -0.505